Entry A
{"formula": "CH3NO", "method": "ωB97M-V/def2-TZVPD", "spin_multiplicity": 1, "orbital_gap_ev": 10.050, "elements": ["C", "H", "H", "H", "N", "O"], "positions_angstrom": [[0.499, -0.358, -0.357], [-0.342, 0.548, 1.328], [-1.593, 0.565, -0.105], [0.391, -0.337, -1.501], [-0.159, 0.655, 0.285], [1.204, -1.074, 0.349]], "lowdin_charge": [-0.475, 0.083, 0.262, 0.134, 0.003, -0.007]}


Entry B
{"formula": "CH3NO", "method": "ωB97M-V/def2-TZVPD", "spin_multiplicity": 1, "orbital_gap_ev": 10.999, "smiles": "NC=O", "elements": ["N", "C", "O", "H", "H", "H"], "positions_angstrom": [[-0.209, -0.605, 0.298], [0.330, 0.426, -0.383], [-0.067, 0.843, -1.438], [-1.122, -0.916, -0.006], [-0.139, -0.639, 1.411], [1.207, 0.891, 0.118]], "lowdin_charge": [0.075, -0.469, 0.019, 0.091, 0.161, 0.124]}


Entry C
{"formula": "CH3NO", "method": "ωB97M-V/def2-TZVPD", "spin_multiplicity": 1, "orbital_gap_ev": 11.114, "smiles": "NC=O", "elements": ["N", "C", "O", "H", "H", "H"], "positions_angstrom": [[-0.407, 0.050, -1.012], [0.327, -0.226, 0.112], [0.093, 0.191, 1.217], [0.010, -0.260, -1.877], [-0.974, 0.890, -1.015], [1.181, -0.889, -0.127]], "lowdin_charge": [0.100, -0.432, 0.019, 0.086, 0.104, 0.123]}


Entry D
{"formula": "CH3NO", "method": "ωB97M-V/def2-TZVPD", "spin_multiplicity": 1, "orbital_gap_ev": 10.987, "smiles": "C=NO", "elements": ["C", "N", "O", "H", "H", "H"], "positions_angstrom": [[-0.373, 0.540, 0.837], [0.507, 0.289, -0.032], [0.139, -0.679, -0.846], [-1.432, 0.195, 0.656], [-0.345, 1.105, 1.728], [-0.645, -1.126, -0.415]], "lowdin_charge": [-0.061, -0.110, -0.069, 0.086, 0.050, 0.104]}


The structure with the least stability is entry D.


Entry A
{"formula": "C5H15NO", "method": "ωB97M-V/def2-TZVPD", "spin_multiplicity": 1, "orbital_gap_ev": 8.863, "smiles": "CCNC(C)C.O", "elements": ["C", "C", "N", "C", "C", "C", "H", "H", "H", "H", "H", "H", "H", "H", "H", "H", "H", "H", "H", "O", "H", "H"], "positions_angstrom": [[-2.331, 0.834, 1.311], [-1.452, -0.378, 1.001], [-0.389, -0.058, 0.048], [0.975, 0.334, 0.328], [1.972, -0.837, 0.156], [1.407, 1.612, -0.352], [-3.168, 0.593, 1.978], [-1.829, 1.629, 1.865], [-2.748, 1.234, 0.386], [-2.071, -1.116, 0.493], [-1.015, -0.718, 1.939], [-0.826, 0.440, -0.720], [1.005, 0.522, 1.413], [2.416, -0.909, -0.836], [1.499, -1.807, 0.324], [2.652, -0.800, 1.011], [2.443, 1.899, -0.206], [0.794, 2.452, -0.022], [1.275, 1.523, -1.437], [0.020, -2.261, -2.599], [-0.842, -1.841, -2.546], [0.212, -2.347, -3.536]], "lowdin_charge": [-0.110, -0.268, -0.071, -0.471, -0.066, -0.072, 0.066, 0.066, 0.065, 0.100, 0.111, 0.100, 0.126, 0.069, 0.068, 0.067, 0.075, 0.073, 0.079, -0.060, 0.023, 0.029]}


Entry B
{"formula": "C5H15NO", "method": "ωB97M-V/def2-TZVPD", "spin_multiplicity": 1, "orbital_gap_ev": 8.670, "smiles": "CCN(C)CC.O", "elements": ["C", "C", "N", "C", "C", "C", "H", "H", "H", "H", "H", "H", "H", "H", "H", "H", "H", "H", "H", "O", "H", "H"], "positions_angstrom": [[0.703, -1.401, -0.861], [-0.777, -1.364, -0.354], [-1.060, -0.326, 0.618], [-0.061, -0.083, 1.648], [-1.728, 0.870, 0.140], [-1.012, 1.658, -0.948], [0.945, -0.450, -1.342], [1.454, -1.763, -0.169], [0.696, -2.103, -1.695], [-0.893, -2.307, 0.187], [-1.398, -1.241, -1.232], [-0.521, 0.368, 2.525], [0.755, 0.545, 1.276], [0.332, -1.074, 1.909], [-1.898, 1.454, 0.983], [-2.709, 0.516, -0.193], [-1.681, 2.389, -1.380], [-0.648, 0.994, -1.727], [-0.157, 2.173, -0.538], [3.216, 0.770, 0.358], [2.852, 0.134, -0.266], [3.590, 0.241, 1.062]], "lowdin_charge": [-0.101, -0.231, -0.262, -0.088, -0.257, -0.074, 0.057, 0.061, 0.066, 0.108, 0.111, 0.082, 0.066, 0.086, 0.086, 0.114, 0.068, 0.056, 0.068, -0.055, 0.004, 0.035]}


Entry C
{"formula": "C5H15NO", "method": "ωB97M-V/def2-TZVPD", "spin_multiplicity": 1, "orbital_gap_ev": 9.514, "smiles": "CCCCNC.O", "elements": ["C", "C", "C", "C", "N", "C", "H", "H", "H", "H", "H", "H", "H", "H", "H", "H", "H", "H", "H", "O", "H", "H"], "positions_angstrom": [[-2.802, 0.304, -0.246], [-1.873, -0.944, -0.358], [-0.437, -0.478, -0.586], [0.214, -0.305, 0.842], [1.380, 0.631, 0.967], [1.763, 1.627, -0.038], [-3.593, 0.113, 0.488], [-2.208, 1.172, 0.060], [-3.328, 0.521, -1.172], [-2.268, -1.462, -1.245], [-1.953, -1.581, 0.512], [-0.302, 0.459, -1.126], [0.084, -1.339, -0.999], [0.416, -1.336, 1.154], [-0.526, 0.149, 1.499], [1.468, 1.035, 1.880], [2.765, 1.515, -0.455], [1.643, 2.657, 0.279], [1.074, 1.630, -0.885], [2.814, -1.659, 0.105], [2.251, -0.884, -0.061], [3.420, -1.826, -0.614]], "lowdin_charge": [-0.108, -0.254, -0.203, -0.211, -0.133, -0.130, 0.066, 0.066, 0.063, 0.103, 0.099, 0.086, 0.101, 0.107, 0.102, 0.097, 0.071, 0.071, 0.056, -0.066, -0.013, 0.028]}


Entry D
{"formula": "C5H15NO", "method": "ωB97M-V/def2-TZVPD", "spin_multiplicity": 1, "orbital_gap_ev": 9.447, "smiles": "CCN(C)CC.O", "elements": ["C", "C", "N", "C", "C", "C", "H", "H", "H", "H", "H", "H", "H", "H", "H", "H", "H", "H", "H", "O", "H", "H"], "positions_angstrom": [[-0.154, 0.158, -2.014], [1.064, -0.133, -1.086], [0.574, -0.733, 0.198], [1.775, -1.438, 0.769], [-0.056, 0.141, 1.253], [-1.408, -0.521, 1.589], [-1.032, -0.228, -1.518], [-0.273, 1.105, -2.536], [0.022, -0.468, -2.907], [1.644, -0.884, -1.602], [1.733, 0.674, -0.775], [2.688, -1.343, 0.174], [1.466, -2.494, 0.722], [1.978, -1.200, 1.814], [-0.287, 1.149, 0.922], [0.639, 0.121, 2.081], [-2.023, 0.284, 2.033], [-1.974, -0.814, 0.708], [-1.465, -1.360, 2.270], [-1.937, 2.942, -0.744], [-1.280, 2.629, -1.380], [-1.697, 2.412, 0.029]], "lowdin_charge": [-0.074, -0.238, -0.230, -0.094, -0.217, -0.092, 0.063, 0.054, 0.070, 0.092, 0.112, 0.071, 0.082, 0.069, 0.087, 0.089, 0.068, 0.062, 0.063, -0.057, 0.010, 0.011]}


The structure with the least stability is entry D.


Entry A
{"formula": "C5H15NO", "method": "ωB97M-V/def2-TZVPD", "spin_multiplicity": 1, "orbital_gap_ev": 9.086, "smiles": "CCCN(C)C.O", "elements": ["C", "C", "C", "N", "C", "C", "H", "H", "H", "H", "H", "H", "H", "H", "H", "H", "H", "H", "H", "O", "H", "H"], "positions_angstrom": [[-0.212, 1.666, -0.868], [0.150, 1.299, 0.554], [-0.869, 0.442, 1.281], [-1.155, -0.920, 0.766], [-0.053, -1.520, 0.009], [-1.479, -1.795, 1.878], [-1.238, 2.013, -0.885], [0.464, 2.397, -1.299], [-0.039, 0.883, -1.613], [0.296, 2.208, 1.149], [1.128, 0.805, 0.665], [-1.854, 0.919, 1.316], [-0.568, 0.329, 2.331], [-0.453, -2.425, -0.453], [0.787, -1.825, 0.647], [0.165, -0.912, -0.853], [-1.646, -2.808, 1.503], [-0.679, -1.824, 2.607], [-2.377, -1.458, 2.395], [2.911, 0.803, -2.938], [3.335, 0.861, -3.804], [2.218, 0.145, -3.084]], "lowdin_charge": [-0.108, -0.256, -0.230, -0.260, -0.112, -0.131, 0.077, 0.068, 0.051, 0.110, 0.109, 0.115, 0.104, 0.081, 0.092, 0.050, 0.083, 0.074, 0.084, -0.066, 0.036, 0.030]}


Entry B
{"formula": "C5H15NO", "method": "ωB97M-V/def2-TZVPD", "spin_multiplicity": 1, "orbital_gap_ev": 10.150, "smiles": "CCCCNC.O", "elements": ["C", "C", "C", "C", "N", "C", "H", "H", "H", "H", "H", "H", "H", "H", "H", "H", "H", "H", "H", "O", "H", "H"], "positions_angstrom": [[-1.571, 1.245, -2.350], [-0.105, 1.078, -1.894], [0.075, 0.054, -0.745], [-0.263, 0.665, 0.594], [0.328, -0.139, 1.692], [-0.272, -1.469, 1.784], [-2.234, 0.576, -1.797], [-1.688, 1.106, -3.420], [-1.898, 2.234, -2.028], [0.505, 0.750, -2.738], [0.290, 2.023, -1.521], [-0.393, -0.893, -1.002], [1.144, -0.187, -0.828], [0.310, 1.589, 0.718], [-1.341, 0.809, 0.722], [0.320, 0.249, 2.614], [0.089, -1.986, 2.678], [-1.356, -1.466, 2.005], [0.022, -2.057, 0.920], [2.989, -1.627, 1.675], [2.538, -0.861, 2.093], [2.512, -1.692, 0.828]], "lowdin_charge": [-0.104, -0.252, -0.232, -0.228, -0.149, -0.147, 0.066, 0.063, 0.065, 0.099, 0.096, 0.105, 0.109, 0.119, 0.117, 0.095, 0.078, 0.082, 0.068, -0.093, 0.025, 0.019]}


Entry C
{"formula": "C5H15NO", "method": "ωB97M-V/def2-TZVPD", "spin_multiplicity": 1, "orbital_gap_ev": 8.976, "smiles": "CCCNCC.O", "elements": ["C", "C", "C", "N", "C", "C", "H", "H", "H", "H", "H", "H", "H", "H", "H", "H", "H", "H", "H", "O", "H", "H"], "positions_angstrom": [[0.784, -2.780, -1.366], [-0.120, -1.586, -1.023], [0.500, -0.546, -0.092], [-0.429, 0.315, 0.571], [-1.052, 1.407, -0.138], [-2.550, 1.523, 0.164], [1.341, -3.080, -0.488], [0.149, -3.594, -1.722], [1.494, -2.558, -2.160], [-1.052, -1.939, -0.565], [-0.452, -1.094, -1.944], [1.088, -1.070, 0.667], [1.226, 0.057, -0.641], [-0.895, 0.006, 1.402], [-0.888, 1.264, -1.212], [-0.604, 2.361, 0.134], [-3.178, 0.785, -0.337], [-2.897, 2.517, -0.155], [-2.678, 1.483, 1.253], [3.156, 2.481, 2.536], [4.072, 2.488, 2.845], [2.984, 1.561, 2.268]], "lowdin_charge": [-0.112, -0.258, -0.273, -0.101, -0.294, -0.099, 0.060, 0.067, 0.067, 0.105, 0.100, 0.108, 0.117, 0.104, 0.110, 0.098, 0.067, 0.069, 0.069, -0.071, 0.033, 0.035]}


Entry D
{"formula": "C5H15NO", "method": "ωB97M-V/def2-TZVPD", "spin_multiplicity": 1, "orbital_gap_ev": 8.859, "smiles": "CCN(C)CC.O", "elements": ["C", "C", "N", "C", "C", "C", "H", "H", "H", "H", "H", "H", "H", "H", "H", "H", "H", "H", "H", "O", "H", "H"], "positions_angstrom": [[-1.380, 0.013, -1.926], [-1.513, 0.129, -0.435], [-0.221, -0.056, 0.339], [0.741, 1.007, 0.064], [-0.377, -0.200, 1.829], [0.527, 0.437, 2.943], [-2.327, 0.182, -2.437], [-0.702, -0.898, -2.274], [-0.766, 0.970, -2.201], [-2.107, -0.748, -0.308], [-1.828, 1.153, -0.138], [0.948, 1.220, -1.046], [0.718, 1.968, 0.653], [1.548, 0.500, 0.520], [-1.547, 0.052, 1.912], [-0.410, -1.290, 2.112], [0.510, 1.529, 3.047], [1.379, -0.201, 3.512], [-0.198, 0.152, 3.684], [2.298, -1.630, -3.225], [1.747, -2.077, -3.786], [2.959, -2.210, -2.839]], "lowdin_charge": [-0.131, -0.291, -0.245, -0.136, -0.250, -0.120, 0.062, 0.117, 0.078, 0.095, 0.125, 0.100, 0.084, 0.056, 0.133, 0.106, 0.063, 0.125, 0.033, -0.020, -0.024, 0.042]}


The structure with the least stability is entry D.


Entry A
{"formula": "C5H15NO", "method": "ωB97M-V/def2-TZVPD", "spin_multiplicity": 1, "orbital_gap_ev": 10.871, "smiles": "CC(C)[C@@H](C)N.O", "elements": ["C", "C", "C", "C", "C", "N", "H", "H", "H", "H", "H", "H", "H", "H", "H", "H", "H", "H", "H", "O", "H", "H"], "positions_angstrom": [[0.298, 1.762, 0.547], [0.820, 0.360, 0.856], [0.269, -0.138, 2.191], [0.563, -0.612, -0.304], [1.287, -1.957, -0.118], [-0.884, -0.779, -0.527], [0.732, 2.155, -0.370], [-0.787, 1.740, 0.429], [0.522, 2.434, 1.373], [1.908, 0.420, 0.968], [0.697, -1.082, 2.524], [-0.815, -0.271, 2.146], [0.468, 0.592, 2.977], [0.997, -0.158, -1.201], [2.350, -1.748, 0.006], [1.127, -2.586, -0.992], [0.904, -2.484, 0.756], [-1.260, -1.276, 0.267], [-1.001, -1.409, -1.295], [-1.921, 1.234, -2.406], [-2.150, 2.066, -2.016], [-1.611, 0.659, -1.670]], "lowdin_charge": [-0.076, -0.408, -0.076, -0.424, -0.060, 0.040, 0.080, 0.071, 0.074, 0.133, 0.070, 0.076, 0.078, 0.139, 0.080, 0.074, 0.069, 0.077, 0.079, -0.087, 0.008, -0.017]}


Entry B
{"formula": "C5H15NO", "method": "ωB97M-V/def2-TZVPD", "spin_multiplicity": 1, "orbital_gap_ev": 9.062, "smiles": "CNCC(C)C.O", "elements": ["C", "N", "C", "C", "C", "C", "H", "H", "H", "H", "H", "H", "H", "H", "H", "H", "H", "H", "H", "O", "H", "H"], "positions_angstrom": [[0.620, -0.553, -2.347], [0.917, 0.330, -1.234], [0.395, -0.012, 0.077], [-0.695, 0.953, 0.561], [-1.675, 1.311, -0.533], [-1.370, 0.414, 1.809], [-0.099, -1.302, -2.017], [1.515, -1.058, -2.739], [0.160, 0.011, -3.161], [1.893, 0.573, -1.227], [1.215, -0.024, 0.798], [-0.029, -1.019, 0.042], [-0.160, 1.866, 0.873], [-2.566, 1.804, -0.119], [-2.006, 0.468, -1.150], [-1.255, 2.045, -1.216], [-0.665, 0.186, 2.606], [-1.956, -0.491, 1.635], [-2.038, 1.171, 2.224], [2.472, -1.970, 1.977], [3.379, -2.157, 1.724], [1.946, -2.545, 1.414]], "lowdin_charge": [-0.136, -0.126, -0.239, -0.437, -0.088, -0.092, 0.069, 0.074, 0.067, 0.097, 0.104, 0.109, 0.135, 0.076, 0.079, 0.070, 0.074, 0.079, 0.074, -0.057, 0.035, 0.032]}


The structure with the least stability is entry B.


Entry A
{"formula": "C2H4N4OS", "method": "ωB97M-V/def2-TZVPD", "spin_multiplicity": 1, "orbital_gap_ev": 8.672, "elements": ["C", "C", "N", "N", "N", "N", "O", "S", "H", "H", "H", "H"], "positions_angstrom": [[-0.302, 0.746, -0.573], [1.957, -1.441, 0.201], [0.567, 1.524, -0.401], [1.163, -1.860, 0.994], [1.540, 2.208, 0.031], [-2.406, -0.288, 0.156], [2.799, -1.078, -0.521], [-1.333, -0.292, -1.250], [0.323, -1.380, 1.251], [1.397, 3.091, -0.316], [-2.343, -1.217, 0.508], [-3.363, -0.014, -0.079]], "lowdin_charge": [-0.514, -0.431, -0.153, 0.182, 0.074, -0.290, 0.155, 0.888, 0.059, 0.007, -0.007, 0.031]}


Entry B
{"formula": "C2H4N4OS", "method": "ωB97M-V/def2-TZVPD", "spin_multiplicity": 1, "orbital_gap_ev": 8.042, "smiles": "Nc1n[nH]/c(=N/S)o1", "elements": ["N", "C", "N", "N", "C", "N", "S", "O", "H", "H", "H", "H"], "positions_angstrom": [[-1.400, -1.799, -0.183], [-0.251, -1.069, -0.167], [0.962, -1.337, -0.477], [1.577, -0.156, -0.275], [0.619, 0.838, 0.066], [0.938, 2.038, 0.062], [-0.036, 3.172, 0.641], [-0.476, 0.220, 0.169], [-1.694, -2.001, 0.981], [-1.179, -2.638, -0.760], [2.174, 0.137, -1.130], [-1.234, 2.596, 1.071]], "lowdin_charge": [0.105, -0.511, 0.105, 0.026, -0.607, -0.370, 0.710, 0.149, 0.222, 0.108, 0.186, -0.123]}


The structure with the least stability is entry A.